Here is 9 unconnected molecules or ions with the total composition C4H28N2O8S from OMol25. Energies are from ωB97M-V/def2-TZVPD.

Last column: Mulliken charge in e.
Atoms and positions in Å:
S1 2.65 0.82 -0.93  -0.34
O1 -2.94 3.08 0.51  -0.62
O2 0.15 -2.29 -3.23  -0.74
O3 -1.01 1.94 2.84  -0.60
O4 -0.60 -0.44 -1.47  -0.89
O5 0.12 1.69 -2.81  -0.63
O6 -1.40 -0.08 -3.83  -0.66
O7 -3.60 -1.23 1.85  -0.67
O8 -3.05 0.26 -0.87  -0.66
N1 2.00 -0.01 1.92  -0.14
N2 -0.83 -1.29 1.88  -0.28
C1 3.19 -0.62 1.41  -0.35
C2 1.40 -0.86 2.98  -0.82
C3 3.62 -0.42 -0.06  -0.54
C4 0.31 -1.84 2.65  -0.69
H1 3.25 -1.74 1.34  0.24
H2 1.04 -0.15 3.73  0.41
H3 -0.15 -2.18 3.60  0.33
H4 -0.42 1.68 -3.62  0.30
H5 0.17 2.52 -2.32  0.30
H6 2.89 0.42 -2.24  0.17
H7 4.09 -0.32 1.95  0.23
H8 -2.19 -0.47 -4.25  0.26
H9 2.13 -1.54 3.42  0.39
H10 -0.61 0.42 -2.00  0.58
H11 4.67 -0.02 -0.07  0.37
H12 -1.28 -0.53 2.38  0.32
H13 -0.53 -2.94 -3.40  0.28
H14 -0.57 -0.65 -4.01  0.37
H15 -2.97 -1.94 1.69  0.36
H16 -3.52 3.19 -0.24  0.29
H17 0.34 -0.45 -1.28  0.27
H18 -2.52 0.08 -1.65  0.31
H19 -1.51 2.73 3.08  0.28
H20 -0.13 -1.66 -2.54  0.53
H21 1.37 0.31 1.16  0.09
H22 -0.81 -0.99 0.91  0.03
H23 -2.63 -0.16 -0.12  0.34
H24 3.55 -1.38 -0.65  0.33
H25 -2.91 2.21 0.92  0.35
H26 -0.26 2.08 2.24  0.30
H27 0.83 -2.66 2.11  0.32
H28 -4.04 -0.82 1.10  0.30

Summary:
SMILES string	NCCNCCS.O.O.O.O.O.O.O.O
highest occupied orbital energy	-8.57	eV
HOMO-LUMO gap	8.7633	eV
electronic energy	-1278.737187	Eh
strongest force on any atom	2.2	eV Å⁻¹
LUMO energy	0.190	eV
charge	0